(1)
{"formula": "C3H3NdO4", "method": "the ωB97M-V functional and the def2-TZVPD basis", "elements": ["C", "C", "O", "O", "H", "H", "Nd", "O", "O", "C", "H"], "positions_angstrom": [[2.185, -2.249, 0.288], [0.747, -2.686, 0.433], [-0.110, -1.641, 0.471], [2.431, -1.064, 0.136], [2.973, -3.012, 0.197], [0.440, -3.374, -0.391], [0.849, 0.751, 0.360], [-3.724, 2.062, -0.151], [-1.422, 1.890, -0.012], [-2.595, 1.872, -0.064], [0.588, -3.340, 1.322]], "spin_multiplicity": 5, "charge": 3, "s_squared": 6.006, "de_lowest_kcal_mol": 0.0, "lumo_energy_ev": [-17.8, -16.9], "largest_force_ev_per_a": 5.20, "homo_lumo_gap_ev": [7.2, 7.9], "energy_ev": -26590.528, "homo_energy_ev": [-25.0, -24.8]}

=====

(2)
{"formula": "C44H102N6O22", "method": "the ωB97M-V functional and the def2-TZVPD basis", "elements": ["C", "C", "C", "N", "C", "C", "C", "C", "C", "C", "H", "H", "H", "H", "H", "H", "H", "H", "H", "H", "H", "H", "H", "H", "H", "H", "H", "H", "H", "H", "C", "C", "C", "N", "C", "C", "C", "C", "C", "C", "H", "H", "H", "H", "H", "H", "H", "H", "H", "H", "H", "H", "H", "H", "H", "H", "H", "H", "H", "H", "C", "N", "C", "C", "C", "C", "O", "H", "H", "H", "H", "H", "H", "H", "H", "H", "H", "H", "H", "H", "H", "C", "N", "C", "C", "C", "C", "O", "H", "H", "H", "H", "H", "H", "H", "H", "H", "H", "H", "H", "H", "H", "C", "N", "C", "C", "C", "C", "O", "H", "H", "H", "H", "H", "H", "H", "H", "H", "H", "H", "H", "H", "H", "C", "N", "C", "C", "C", "C", "O", "H", "H", "H", "H", "H", "H", "H", "H", "H", "H", "H", "H", "H", "H", "O", "C", "O", "O", "H", "O", "C", "O", "O", "H", "O", "C", "O", "O", "H", "O", "C", "O", "O", "H", "O", "C", "O", "O", "H", "O", "C", "O", "O", "H"], "positions_angstrom": [[-0.973, 0.304, -5.002], [-0.297, -0.957, -5.539], [-1.105, -1.661, -6.600], [-0.432, -2.903, -7.243], [-1.371, -3.291, -8.462], [-0.918, -4.635, -9.019], [-0.901, -5.727, -7.912], [0.048, -5.385, -6.857], [-0.316, -4.016, -6.236], [1.060, -2.715, -7.748], [-2.055, 0.245, -4.891], [-0.886, 1.166, -5.664], [-0.555, 0.605, -4.042], [-0.056, -1.650, -4.732], [0.687, -0.722, -5.945], [-1.124, -0.966, -7.440], [-2.099, -1.937, -6.249], [-2.422, -3.350, -8.178], [-1.184, -2.499, -9.187], [-1.535, -4.853, -9.890], [0.087, -4.707, -9.435], [-1.878, -6.128, -7.642], [-0.465, -6.572, -8.445], [0.012, -6.048, -5.992], [1.055, -5.313, -7.267], [-1.293, -4.126, -5.765], [0.382, -3.812, -5.424], [1.123, -1.858, -8.420], [1.473, -3.524, -8.351], [1.821, -2.522, -6.992], [-3.299, 0.402, 1.232], [-3.187, -0.573, 2.418], [-4.223, -0.317, 3.496], [-3.805, -0.852, 4.920], [-4.854, -0.190, 5.966], [-6.235, -0.944, 5.952], [-6.094, -2.527, 5.832], [-5.144, -2.965, 4.766], [-3.729, -2.389, 4.912], [-2.384, -0.454, 5.398], [-4.289, 0.170, 0.839], [-2.626, 0.104, 0.428], [-3.304, 1.479, 1.404], [-2.193, -0.505, 2.862], [-3.209, -1.637, 2.185], [-5.270, -0.558, 3.309], [-4.237, 0.741, 3.760], [-4.843, 0.900, 5.952], [-4.534, -0.341, 6.997], [-6.960, -0.612, 5.209], [-6.699, -0.646, 6.893], [-7.029, -2.950, 5.465], [-5.995, -3.006, 6.807], [-5.605, -2.548, 3.870], [-4.947, -4.034, 4.684], [-3.020, -2.790, 4.187], [-3.339, -2.636, 5.899], [-2.300, 0.630, 5.323], [-1.619, -1.031, 4.878], [-2.412, -0.710, 6.457], [8.620, 2.865, -0.067], [7.516, 2.407, -1.107], [6.479, 3.568, -1.244], [8.265, 2.393, -2.474], [6.782, 1.146, -0.555], [6.197, 0.236, -1.683], [5.159, 0.910, -2.285], [8.221, 2.853, 0.947], [8.920, 3.907, -0.186], [9.537, 2.346, -0.346], [5.807, 3.191, -2.015], [6.962, 4.478, -1.599], [5.860, 3.688, -0.355], [7.525, 2.253, -3.261], [8.977, 1.569, -2.420], [8.721, 3.349, -2.734], [6.060, 1.371, 0.230], [7.663, 0.586, -0.241], [5.890, -0.780, -1.431], [6.999, 0.111, -2.410], [4.656, 0.201, -2.694], [-4.258, -3.789, -1.978], [-3.295, -4.064, -0.807], [-2.625, -2.738, -0.389], [-4.105, -4.474, 0.441], [-2.231, -5.134, -1.186], [-1.610, -5.099, -2.502], [-0.598, -4.127, -2.429], [-4.895, -4.665, -2.103], [-3.822, -3.403, -2.900], [-4.942, -3.095, -1.489], [-1.850, -2.825, 0.373], [-3.459, -2.070, -0.174], [-2.106, -2.367, -1.273], [-4.384, -5.473, 0.107], [-5.011, -3.876, 0.536], [-3.454, -4.470, 1.316], [-2.756, -6.088, -1.161], [-1.492, -5.207, -0.388], [-2.343, -4.809, -3.255], [-1.218, -6.048, -2.868], [0.137, -4.522, -2.904], [2.604, -0.595, 0.100], [1.327, 0.294, -0.094], [1.508, 0.889, -1.509], [0.031, -0.512, -0.057], [1.234, 1.437, 0.991], [0.133, 2.460, 0.649], [-0.615, 2.671, 1.868], [2.424, -1.338, 0.878], [3.366, 0.172, 0.234], [2.857, -1.162, -0.796], [1.414, 0.064, -2.215], [2.432, 1.465, -1.552], [0.769, 1.688, -1.559], [-0.739, -0.068, -0.689], [-0.170, -0.890, 0.945], [0.257, -1.522, -0.399], [2.209, 1.921, 1.061], [1.263, 0.876, 1.925], [-0.583, 2.101, -0.091], [0.455, 3.418, 0.242], [-1.119, 3.479, 1.748], [0.218, 5.798, 3.874], [1.443, 5.184, 4.551], [1.969, 3.886, 3.878], [2.587, 6.211, 4.473], [1.149, 4.912, 6.054], [0.347, 6.096, 6.763], [0.783, 7.395, 6.540], [0.382, 6.321, 2.932], [-0.197, 6.635, 4.436], [-0.634, 5.126, 3.769], [1.927, 4.018, 2.797], [1.148, 3.196, 4.073], [2.984, 3.623, 4.175], [2.470, 7.121, 5.063], [2.612, 6.665, 3.483], [3.512, 5.648, 4.597], [2.076, 4.608, 6.539], [0.485, 4.049, 6.016], [0.620, 5.994, 7.813], [-0.737, 5.992, 6.722], [0.527, 7.904, 7.313], [-0.701, -3.683, 3.742], [-0.491, -4.063, 2.485], [-1.163, -4.977, 1.996], [0.102, -3.265, 1.767], [-0.969, -4.516, 4.138], [2.475, -2.621, -2.915], [3.375, -2.071, -3.747], [3.981, -2.896, -4.433], [3.733, -0.911, -3.627], [2.273, -3.544, -3.086], [1.083, 3.208, -3.957], [0.098, 3.809, -3.428], [-0.772, 3.982, -4.275], [0.070, 4.079, -2.244], [0.557, 3.476, -4.714], [5.254, 0.319, 3.310], [4.276, 1.082, 3.023], [4.309, 1.954, 2.107], [3.284, 0.904, 3.748], [4.735, 0.007, 4.056], [-4.075, 4.849, 1.798], [-3.120, 5.570, 1.354], [-3.391, 6.743, 1.017], [-1.991, 5.032, 1.338], [-3.600, 4.140, 2.238], [-3.242, 3.001, 3.441], [-3.200, 3.389, 4.721], [-4.244, 3.622, 5.315], [-2.053, 3.446, 5.118], [-2.319, 2.740, 3.406]], "spin_multiplicity": 2, "charge": 1, "s_squared": 0.757, "lumo_energy_ev": [-2.3, -4.4], "largest_force_ev_per_a": 6.37, "homo_lumo_gap_ev": [5.7, 3.6], "energy_ev": -101249.797, "homo_energy_ev": [-8.0, -8.0]}

=====

(3)
{"formula": "C20H40ClCsNO9P2SSi2", "method": "the ωB97M-V functional and the def2-TZVPD basis", "elements": ["C", "C", "O", "O", "C", "C", "C", "C", "Si", "C", "C", "C", "O", "O", "Si", "C", "C", "C", "C", "N", "C", "C", "C", "C", "O", "C", "C", "C", "O", "P", "O", "Cl", "P", "O", "O", "S", "H", "H", "H", "H", "H", "H", "H", "H", "H", "H", "H", "H", "H", "H", "H", "H", "H", "H", "H", "H", "H", "H", "H", "H", "H", "H", "H", "H", "H", "H", "H", "H", "H", "H", "H", "H", "H", "H", "H", "H", "Cs"], "positions_angstrom": [[2.614, -0.380, 4.530], [2.005, 0.862, 5.366], [2.831, 1.499, 6.077], [0.616, 1.158, 5.301], [0.356, 2.304, 4.429], [-1.217, 2.612, 4.323], [-1.992, 1.566, 3.334], [-1.650, 2.068, 1.825], [-2.530, 1.027, 0.453], [-4.059, 2.104, -0.074], [-4.722, 1.563, -1.462], [-6.127, 2.320, -1.700], [-7.175, 1.815, -0.838], [-1.590, 0.815, -0.986], [-0.488, -0.520, -0.914], [0.440, -0.495, -2.620], [1.468, 0.731, -2.765], [2.043, 0.945, -4.256], [3.468, 1.710, -4.084], [4.556, 0.798, -3.616], [4.423, -0.635, -3.402], [5.725, -1.264, -2.871], [6.721, -0.063, -2.805], [5.925, 1.163, -3.294], [-1.254, -2.094, -0.852], [-0.431, -3.090, -0.172], [0.894, -3.560, -1.011], [1.528, -4.869, -0.284], [0.501, -4.024, -2.364], [1.125, -0.272, 0.613], [0.437, -0.354, 2.210], [1.985, 1.646, 0.520], [-3.387, -0.815, 1.311], [-4.177, -1.637, -0.008], [-2.279, -1.824, 2.128], [-4.840, -0.406, 2.573], [1.914, -1.262, 4.715], [2.766, -0.113, 3.431], [3.627, -0.636, 5.006], [0.886, 2.230, 3.413], [0.834, 3.216, 4.958], [-1.302, 3.638, 3.804], [-1.738, 2.713, 5.332], [-1.681, 0.485, 3.519], [-3.112, 1.761, 3.527], [-2.066, 3.146, 1.769], [-0.522, 2.157, 1.682], [-3.615, 3.135, -0.334], [-4.821, 2.191, 0.777], [-3.990, 1.875, -2.302], [-4.884, 0.432, -1.469], [-5.916, 3.441, -1.491], [-6.471, 2.209, -2.793], [-7.041, 2.124, 0.085], [0.902, -1.504, -2.885], [-0.402, -0.319, -3.399], [0.956, 1.669, -2.332], [2.352, 0.502, -2.060], [1.350, 1.702, -4.765], [2.152, -0.039, -4.832], [3.293, 2.457, -3.216], [3.747, 2.343, -4.990], [3.471, -1.249, -3.569], [5.884, -2.351, -2.591], [7.794, -0.163, -2.443], [6.448, 2.179, -3.358], [-0.170, -2.823, 0.921], [-1.101, -4.063, -0.088], [1.722, -2.780, -1.046], [0.723, -5.377, 0.362], [1.876, -5.631, -1.065], [2.355, -4.506, 0.413], [0.061, -4.914, -2.277], [0.842, -1.144, 2.644], [-3.741, -2.511, -0.126], [-2.454, -1.863, 3.095], [-2.672, -4.760, -0.638]], "charge": 1, "de_lowest_kcal_mol": 179.5, "lumo_energy_ev": -3.7, "largest_force_ev_per_a": 6.96, "homo_lumo_gap_ev": 5.9, "energy_ev": -99536.900, "homo_energy_ev": -9.6}

=====

(4)
{"formula": "Cl2NO3P", "method": "the ωB97M-V functional and the def2-TZVPD basis", "elements": ["N", "O", "O", "O", "P", "Cl", "Cl"], "positions_angstrom": [[1.867, -0.282, 0.470], [-1.372, 1.146, -1.332], [-1.117, 0.809, 1.222], [-1.291, -1.278, -0.306], [-1.259, 0.205, -0.133], [3.154, -1.555, 0.606], [2.461, 0.930, -0.636]], "spin_multiplicity": 3, "charge": -2, "s_squared": 2.012, "de_lowest_kcal_mol": 72.7, "lumo_energy_ev": [6.5, 6.4], "largest_force_ev_per_a": 3.54, "homo_lumo_gap_ev": [4.2, 8.3], "energy_ev": -41964.733, "homo_energy_ev": [2.3, -1.9]}

=====

(5)
{"formula": "C39H36AlN5P", "method": "the ωB97M-V functional and the def2-TZVPD basis", "elements": ["Al", "N", "P", "C", "C", "C", "C", "C", "C", "C", "C", "C", "C", "C", "C", "C", "C", "C", "C", "C", "N", "H", "H", "H", "H", "H", "H", "H", "H", "H", "H", "H", "H", "H", "H", "H", "N", "C", "C", "C", "C", "C", "C", "N", "C", "C", "C", "C", "N", "C", "C", "H", "H", "H", "H", "H", "H", "H", "H", "H", "C", "C", "C", "C", "C", "C", "C", "C", "C", "C", "H", "H", "H", "H", "H", "H", "H", "H", "H", "H", "H", "H"], "positions_angstrom": [[-0.690, 0.467, 1.012], [2.272, 0.361, 2.141], [1.796, 0.657, 0.528], [2.525, 2.265, 0.136], [2.584, 3.273, 1.098], [2.955, 4.560, 0.739], [3.265, 4.851, -0.583], [3.215, 3.850, -1.544], [2.843, 2.561, -1.190], [2.598, -0.523, -0.551], [3.988, -0.581, -0.683], [4.555, -1.486, -1.558], [3.737, -2.315, -2.323], [2.359, -2.250, -2.203], [1.779, -1.363, -1.304], [1.353, 0.137, 3.142], [1.772, -0.186, 4.437], [0.830, -0.405, 5.412], [-0.530, -0.303, 5.103], [-0.875, 0.015, 3.820], [0.043, 0.242, 2.847], [3.238, 0.220, 2.398], [2.338, 3.054, 2.131], [2.995, 5.339, 1.490], [3.555, 5.856, -0.860], [3.473, 4.070, -2.572], [2.807, 1.783, -1.943], [4.621, 0.095, -0.117], [5.631, -1.540, -1.663], [4.186, -3.012, -3.018], [1.727, -2.896, -2.795], [0.700, -1.317, -1.190], [2.829, -0.266, 4.649], [1.145, -0.661, 6.414], [-1.295, -0.480, 5.844], [-1.907, 0.085, 3.495], [0.034, 7.199, -0.989], [0.435, 8.491, -0.729], [0.631, 9.598, -1.552], [1.051, 10.754, -0.930], [1.269, 10.813, 0.459], [1.070, 9.717, 1.267], [0.642, 8.534, 0.658], [0.362, 7.305, 1.216], [0.004, 6.546, 0.216], [-0.335, 5.137, 0.375], [-0.435, 4.253, -0.697], [-0.639, 2.916, -0.449], [-0.757, 2.422, 0.793], [-0.723, 3.282, 1.828], [-0.519, 4.628, 1.662], [-0.256, 6.839, -1.881], [0.463, 9.559, -2.620], [1.218, 11.642, -1.525], [1.598, 11.747, 0.896], [1.230, 9.758, 2.336], [-0.305, 4.577, -1.720], [-0.681, 2.188, -1.252], [-0.840, 2.852, 2.814], [-0.466, 5.295, 2.510], [-3.177, -2.431, -0.879], [-2.270, -2.067, 0.299], [-3.066, -2.378, 1.584], [-1.905, -0.586, 0.198], [-0.997, -2.926, 0.311], [-0.119, -2.849, 1.399], [1.053, -3.585, 1.453], [1.380, -4.450, 0.415], [0.520, -4.552, -0.663], [-0.649, -3.795, -0.718], [-4.074, -1.813, -0.836], [-3.483, -3.480, -0.847], [-2.687, -2.237, -1.835], [-3.985, -1.791, 1.586], [-2.500, -2.117, 2.479], [-3.321, -3.440, 1.646], [-2.508, -0.035, -0.528], [-0.373, -2.222, 2.245], [1.701, -3.509, 2.319], [2.284, -5.043, 0.457], [0.749, -5.233, -1.474], [-1.302, -3.910, -1.572]], "charge": 1, "lumo_energy_ev": -3.4, "largest_force_ev_per_a": 0.37, "homo_lumo_gap_ev": 4.8, "energy_ev": -64360.670, "homo_energy_ev": -8.2}